# 1
The following is a quantum chemistry calculation of C7H10O as an isolated structure at a distorted geometry, from the OMol25 dataset.

Each line ends with the Mulliken charge.
Element x y z (Å)
1 C 1.1853 0.7598 0.0325  -0.865
2 C -0.1508 0.5834 1.0386  -0.489
3 C -1.0138 1.2134 -0.0266  -0.816
4 C -0.7908 0.0242 -0.9490  -0.135
5 C -0.5023 -0.9168 0.8360  -0.104
6 C 0.7511 -1.3724 0.1041  -0.562
7 C 0.6099 -0.3254 -0.9271  -0.111
8 H 1.2257 1.8440 -0.5207  0.244
9 H 2.3231 0.7163 0.3156  0.289
10 H -0.0574 0.9362 2.0227  0.547
11 H -0.6729 2.0984 -0.4195  0.428
12 H -2.0245 1.2491 0.3452  0.369
13 H -1.7821 0.2185 -1.7001  0.292
14 H -1.0440 -1.5485 1.7016  0.394
15 H 1.8148 -1.1889 0.4323  0.347
16 H 0.6921 -2.6205 -0.1732  0.250
17 H 0.9552 -0.6915 -1.9504  0.333
18 O -1.5188 -0.9794 -0.1621  -0.410

As for the gap between HOMO and LUMO: 0.388 Eh. Its LUMO energy is 0.91 eV. The calculation puts the max |F| at 10.0 eV Å⁻¹. The value obtained for the calculated total energy is -347.7813 Eh. The value obtained for the relative energy (zero: lowest compared OMol25 entry of this formula, charge and spin) is 114.1 kcal per mole.

# 2
The following is a quantum chemistry calculation of one molecule with the formula C7H10O at a distorted geometry, from the OMol25 dataset.

Each line ends with the Mulliken charge.
Element x y z (Å)
1 C -1.5660 1.5756 0.5264  -0.966
2 C -0.9340 0.1767 0.3853  -0.099
3 C -0.9386 -1.0115 1.0504  -0.718
4 C -0.2505 -1.7400 -0.0797  -0.873
5 C -0.0994 -0.3831 -0.7528  0.592
6 C 1.2732 -0.0842 -0.9935  -1.163
7 C 2.0246 0.5876 0.2140  0.156
8 O 3.1491 0.4831 0.5863  -0.469
9 H -2.2020 1.6445 -0.3369  0.298
10 H -0.6882 2.3206 0.5174  0.236
11 H -2.0523 1.6356 1.4734  0.315
12 H -1.3287 -1.3368 1.9898  0.457
13 H -0.8228 -2.4449 -0.6721  0.282
14 H 0.7790 -2.1032 0.1812  0.337
15 H -0.6950 -0.2554 -1.6656  0.611
16 H 1.6770 -1.0265 -1.2763  0.383
17 H 1.3518 0.6217 -1.7548  0.432
18 H 1.3228 1.3403 0.6077  0.187

As for the gap between HOMO and LUMO: 0.369 Eh. Its LUMO energy is 0.94 eV. The calculation puts the max |F| at 3.9 eV Å⁻¹. Its SMILES is CC1=CC[C@@H]1CC=O. The value obtained for the calculated total energy is -347.8664 Eh. The value obtained for the relative energy (zero: lowest compared OMol25 entry of this formula, charge and spin) is 60.7 kcal per mole.

# 3
The following is a quantum chemistry calculation of one molecule with the formula C7H10O at a distorted geometry, from the OMol25 dataset.

Each line ends with the Mulliken charge.
Element x y z (Å)
1 C 0.5313 2.0640 1.5930  -0.585
2 C -0.4257 1.8847 0.6279  -0.439
3 C -0.1407 0.9520 -0.5836  0.560
4 C 0.9732 1.1810 -1.3290  -0.969
5 C -1.2041 -0.1732 -0.9683  -0.714
6 C -1.0157 -1.2389 0.1374  -0.372
7 C 0.1801 -2.1590 -0.1456  0.002
8 O 1.1218 -2.2197 0.6323  -0.470
9 H 0.6489 2.5790 2.5872  0.271
10 H 1.4219 1.4483 1.4900  0.253
11 H -1.4806 1.9821 0.8062  0.323
12 H 0.9624 0.6517 -2.3114  0.198
13 H 1.6236 1.9155 -1.0198  0.410
14 H -1.0248 -0.1997 -2.1197  0.420
15 H -2.0870 0.3624 -0.5249  0.199
16 H -0.8808 -1.0943 1.1995  0.350
17 H -1.8221 -2.1054 0.0551  0.306
18 H 0.2742 -2.8469 -1.2115  0.256

As for the gap between HOMO and LUMO: 0.363 Eh. Its LUMO energy is 0.81 eV. The calculation puts the max |F| at 6.0 eV Å⁻¹. Its SMILES is C=CC(=C)CCC=O. The value obtained for the calculated total energy is -347.8130 Eh. The value obtained for the relative energy (zero: lowest compared OMol25 entry of this formula, charge and spin) is 94.3 kcal per mole.